Molecular formula: C33H56BBrO
Method: DFT, the ωB97M-V functional and the def2-TZVPD basis

Orbital gap: 10.02 eV
Energy relative to the best compared isomer or geometry (same formula, charge and spin): 0.0 kcal per mole
LUMO: 0.68 eV
SMILES string: CCCCCCCCCCCCCCCB(C[C@H](C)Br)OCCC.c1ccccc1.c1ccccc1
HOMO level: -0.3431 hartree

Geometry (Å):
Br1 1.85971 4.41325 1.20445
O1 6.43503 2.88369 0.91470
C1 -3.84768 -2.07875 -0.83970
C2 -1.75100 -1.09889 -2.11006
C3 -6.30680 -5.04237 1.48731
C4 -6.55270 -3.96063 0.35987
C5 5.42976 1.54348 -1.16863
C6 4.60816 0.28534 -0.68885
C7 6.18144 1.95247 1.98005
C8 5.29423 7.22201 5.61147
C9 -5.39075 -4.21383 -0.71605
C10 -8.63929 -3.96272 -3.15019
C11 4.01806 -0.54468 -1.88798
C12 2.23402 4.00860 -1.60417
C13 7.29730 5.54716 6.56563
C14 -2.41341 -2.35783 -1.43020
C15 5.35218 6.90836 6.96432
C16 7.24251 5.86532 5.21387
C17 -8.07600 -3.29869 -4.23123
C18 6.23854 6.69914 4.73638
C19 4.41165 3.99635 -0.24243
C20 -9.25974 -5.19176 -3.33959
C21 4.38747 3.03787 3.55942
C22 0.81254 -1.68997 -2.18437
C23 2.90474 3.52992 -0.25998
C24 -8.73952 -5.09461 -5.68823
C25 -8.12579 -3.86224 -5.50004
C26 5.90040 2.67091 3.35042
C27 -4.98577 -2.92987 -1.53894
C28 6.35092 6.06732 7.44015
C29 -7.48737 -5.15058 2.50073
C30 -9.30869 -5.75855 -4.60782
C31 1.76575 -0.94256 -3.17548
C32 -0.31753 -0.77258 -1.58454
C33 2.70623 0.09411 -2.47764
B1 5.46618 2.76384 -0.13349
H1 2.71559 3.41498 -2.41426
H2 2.38564 5.08805 -1.79189
H3 -4.68963 -3.23892 -2.56330
H4 -5.80576 -4.97523 -1.42022
H5 -1.80736 -1.20794 -3.21329
H6 -4.53842 -4.66483 -0.15405
H7 5.03273 1.82849 -2.17583
H8 4.60708 4.60108 -1.16526
H9 -8.59161 -3.52021 -2.16259
H10 3.80786 0.49741 0.05115
H11 5.38478 1.22260 1.71766
H12 -2.54323 -3.11977 -2.23516
H13 2.17723 0.71282 -1.72001
H14 -5.87937 -2.27360 -1.62447
H15 -1.78503 -2.81062 -0.63330
H16 -7.59593 -2.33871 -4.08352
H17 4.11403 2.71480 4.59362
H18 1.45236 -2.00483 -1.31943
H19 -8.32929 -5.77421 2.13691
H20 4.21528 4.13001 3.49418
H21 7.98168 5.46202 4.53202
H22 4.52674 4.70763 0.60964
H23 -4.15430 -1.01330 -0.90094
H24 -9.70510 -5.70885 -2.49789
H25 6.48392 1.21444 -1.35630
H26 4.61832 7.31870 7.64729
H27 3.03795 0.80264 -3.27902
H28 6.19238 6.94211 3.68134
H29 2.43603 -1.71204 -3.63763
H30 -7.68542 -3.34159 -6.34198
H31 -6.16469 -6.00717 0.95660
H32 -0.08644 0.26849 -1.92718
H33 -8.77470 -5.53754 -6.67611
H34 4.51287 7.87371 5.23966
H35 4.76367 -0.62995 -2.71514
H36 -7.14897 -5.61332 3.46013
H37 -9.78992 -6.71798 -4.75433
H38 -2.39481 -0.21864 -1.85782
H39 8.07753 4.89378 6.93717
H40 3.76953 -1.58527 -1.57223
H41 -5.35467 -4.74424 1.98632
H42 -7.89214 -4.14925 2.75987
H43 1.22006 -0.46729 -4.02587
H44 -7.56900 -4.10866 -0.07544
H45 -6.42196 -2.92526 0.74032
H46 0.42630 -2.64326 -2.61610
H47 7.13889 1.39265 2.14077
H48 6.58577 3.52064 3.53092
H49 1.14588 3.77746 -1.54683
H50 6.14930 1.90455 4.12750
H51 -0.25225 -0.75572 -0.47644
H52 3.70961 2.47874 2.88158
H53 2.77038 2.43702 -0.16300
H54 -3.90520 -2.34925 0.24472
H55 6.39204 5.81745 8.49356
H56 5.33897 -0.40289 -0.19522

In elementary charge units, the Mulliken charges are:
1 Br -0.164
2 O -0.492
3 C -0.637
4 C -0.912
5 C -0.475
6 C -0.317
7 C -0.584
8 C -0.463
9 C -0.240
10 C -0.431
11 C -0.942
12 C -0.186
13 C -1.105
14 C -1.430
15 C -0.403
16 C -0.699
17 C -0.391
18 C -0.343
19 C -0.412
20 C -0.353
21 C -0.860
22 C -0.367
23 C -0.805
24 C -0.497
25 C 0.545
26 C -0.371
27 C -0.428
28 C -0.236
29 C -0.625
30 C -0.399
31 C -1.194
32 C -0.395
33 C -1.043
34 C -0.587
35 C 0.276
36 B 0.305
37 H 0.321
38 H 0.404
39 H 0.443
40 H 0.365
41 H 0.276
42 H 0.426
43 H 0.345
44 H 0.346
45 H 0.363
46 H 0.361
47 H 0.169
48 H 0.357
49 H -0.165
50 H 0.277
51 H 0.343
52 H 0.350
53 H 0.370
54 H 0.292
55 H 0.293
56 H 0.176
57 H 0.457
58 H 0.289
59 H 0.434
60 H 0.369
61 H 0.242
62 H 0.366
63 H 0.293
64 H 0.390
65 H 0.376
66 H 0.361
67 H 0.298
68 H 0.193
69 H 0.357
70 H 0.375
71 H 0.286
72 H 0.357
73 H 0.360
74 H 0.434
75 H 0.364
76 H 0.457
77 H 0.307
78 H 0.296
79 H 0.361
80 H 0.160
81 H 0.310
82 H 0.426
83 H 0.298
84 H -0.061
85 H 0.397
86 H 0.339
87 H 0.385
88 H 0.144
89 H 0.098
90 H 0.303
91 H 0.370
92 H 0.358